{"formula": "C8H12ClN2O", "method": "ωB97M-V/def2-TZVPD", "max_force_ev_per_a": 4.5, "e_homo_ev": -11.973, "charge": 1, "orbital_gap_ev": 7.89, "elements": ["C", "H", "C", "H", "H", "H", "H", "C", "H", "H", "O", "H", "C", "H", "Cl", "H", "H", "C", "H", "C", "N", "C", "N", "C"], "xyz": [[-2.01315, 0.64978, -0.44738], [-0.47514, -2.21498, -1.58070], [1.31042, 0.33512, -0.16298], [-2.48760, 0.28591, 0.40874], [-2.59007, 0.63716, -1.33607], [3.21654, 0.20906, 2.63926], [0.57148, -0.19719, -2.48071], [2.26610, 0.11347, 2.10143], [-0.93188, 0.31956, -3.04102], [-2.26401, -1.72626, -1.53398], [-1.33439, 0.23758, 2.54617], [1.53734, 0.68739, -1.17501], [-1.25459, -1.60914, -1.00658], [-0.19092, 1.56065, -1.97065], [4.02186, 0.38841, 0.09660], [-1.31188, -2.05796, 0.03461], [-1.66257, 1.64099, -0.30591], [-0.36127, 0.41413, -2.19419], [1.34648, -0.19763, 3.91348], [2.40243, 0.21520, 0.74314], [-0.83065, -0.09569, -0.86560], [1.09047, 0.16326, 2.85799], [0.11257, -0.01786, 0.14237], [-0.16756, 0.25904, 2.61698]], "atomic_forces_ev_per_a": [[0.47, 0.87, -1.46], [-0.86, 1.24, 0.74], [0.27, -0.24, -1.00], [-0.52, -0.83, 1.15], [-1.32, 0.10, -0.42], [-0.51, -0.51, 0.04], [-1.21, 1.36, 0.58], [1.27, 1.16, -2.01], [-2.49, -0.46, -1.32], [1.50, 0.62, 0.74], [1.84, 0.45, 0.39], [0.36, -0.21, 0.58], [0.05, -1.11, 0.11], [0.14, -2.31, -0.95], [-0.58, -0.05, -0.09], [0.00, 0.88, -1.24], [0.05, 1.05, 0.42], [3.53, 1.62, 1.89], [-1.06, 0.95, -1.11], [0.27, 0.41, 1.19], [-1.17, -2.57, -2.15], [2.78, -1.50, 3.11], [1.59, -0.30, 1.41], [-4.41, -0.60, -0.60]]}



{"formula": "C53H60Cl4F3N9NiO3", "method": "ωB97M-V/def2-TZVPD", "multiplicity": 3, "max_force_ev_per_a": 3.2, "s2": 2.01, "e_homo_ev": [-8.225, -8.046], "charge": 0, "orbital_gap_ev": [8.03, 7.85], "elements": ["H", "H", "H", "H", "H", "C", "N", "C", "C", "F", "H", "N", "N", "H", "H", "H", "H", "O", "N", "H", "C", "H", "C", "H", "H", "H", "H", "C", "H", "C", "H", "C", "H", "H", "H", "C", "C", "N", "C", "C", "H", "C", "C", "H", "Cl", "H", "C", "H", "H", "C", "H", "Cl", "H", "F", "C", "H", "C", "C", "C", "C", "H", "C", "F", "H", "C", "H", "H", "C", "H", "H", "C", "C", "C", "N", "H", "H", "C", "H", "H", "H", "O", "C", "C", "H", "C", "N", "N", "C", "C", "C", "C", "Ni", "H", "C", "H", "C", "Cl", "H", "Cl", "H", "H", "C", "C", "H", "C", "C", "C", "H", "H", "H", "C", "C", "C", "C", "C", "H", "H", "C", "C", "H", "C", "C", "C", "O", "H", "H", "H", "H", "H", "H", "N", "H", "C"], "xyz": [[20.92638, 14.36489, 1.24955], [18.97078, 20.55771, 9.55990], [18.81131, 13.74186, 4.67395], [16.76561, 13.14600, 8.33638], [17.91926, 16.43254, 7.52948], [8.84984, 21.19112, 4.52035], [10.49918, 16.47629, 6.45689], [17.85504, 13.32982, 6.52050], [9.61734, 15.66840, 0.90413], [13.19876, 19.47527, 2.98809], [21.00433, 24.09229, 10.18515], [9.99683, 21.32717, 5.18985], [19.04510, 14.97728, 0.79627], [13.96564, 24.80641, 7.36726], [14.27008, 26.36672, 11.32233], [15.98479, 20.53257, 6.04143], [10.08652, 21.56981, 1.32093], [14.22192, 17.01541, 8.39617], [20.13843, 22.21397, 9.70416], [14.67485, 14.59983, 2.94271], [17.96762, 13.97978, 5.30833], [13.53983, 21.93953, 6.95026], [17.02581, 14.96236, 5.02263], [10.76860, 11.77018, 2.51147], [15.36912, 18.22225, 5.24306], [15.18732, 22.49996, 7.19419], [19.46967, 17.51307, 3.62914], [8.83179, 16.76566, 4.71833], [11.22815, 18.64305, 1.56222], [20.31099, 15.86164, 2.65168], [15.27632, 15.94451, 5.69815], [15.33398, 26.40526, 7.65992], [15.27148, 19.55121, 10.37423], [21.22279, 15.88641, 3.23124], [14.83972, 18.91042, 8.11236], [17.79785, 23.74193, 9.41141], [19.31030, 16.76565, 2.85933], [15.88146, 27.24810, 8.51199], [11.84806, 15.59530, 0.37573], [14.92880, 20.73693, 5.85778], [11.77119, 19.83980, 6.71740], [14.37894, 19.04415, 3.45421], [20.11299, 14.98416, 1.61165], [17.32541, 16.02944, 0.23493], [20.21555, 17.01560, 7.12179], [13.04397, 17.26943, 0.85491], [14.47285, 25.40252, 8.11740], [19.05720, 25.40592, 9.74919], [14.56432, 18.06699, 11.03246], [14.59319, 26.31647, 10.29131], [17.52359, 17.66645, 2.22768], [15.87068, 18.76384, -1.83830], [17.05970, 15.52055, 4.09872], [14.70718, 17.96673, 2.68498], [18.14824, 15.97695, 0.93550], [7.89687, 21.07771, 5.01789], [11.16566, 20.78739, 8.51094], [12.59448, 14.44206, 3.47464], [10.66025, 19.34141, 10.26856], [15.52252, 27.24678, 9.81532], [18.64281, 12.66905, 6.85615], [10.98172, 18.27489, 9.46033], [15.36615, 19.92551, 3.26846], [10.48968, 21.48033, 10.44964], [18.93223, 21.63880, 9.52700], [7.21056, 15.40827, 4.66363], [12.07165, 21.93711, 2.65029], [16.77992, 13.60874, 7.35633], [16.90822, 24.33724, 9.24523], [15.30001, 18.39969, 0.41435], [18.22005, 16.86883, 2.00499], [17.73758, 22.34719, 9.28119], [12.87398, 12.01536, 2.35422], [13.99578, 12.70084, 2.60152], [13.05831, 11.02355, 1.95882], [16.14305, 27.93121, 10.37615], [11.43988, 13.68384, 3.25890], [10.06710, 14.84448, 7.76350], [16.22884, 19.87762, 0.25752], [16.78248, 21.89405, 9.06017], [13.46860, 17.58716, 5.24726], [14.57004, 21.60542, 7.08502], [12.04686, 16.85468, 0.92660], [12.06095, 21.55902, 5.09854], [14.57595, 18.73591, 10.16517], [10.65987, 14.99998, 0.42665], [15.79622, 14.49150, 7.10750], [10.01819, 21.44018, 2.39153], [11.60096, 12.42396, 2.73543], [15.43286, 19.29031, -0.19106], [8.84490, 21.18515, 3.11961], [12.65907, 16.97600, 7.07381], [13.38445, 24.62866, 9.81580], [8.58161, 15.03443, 6.32243], [8.77404, 17.47084, 1.51744], [14.37045, 18.54596, 4.92509], [14.01394, 20.35196, -0.18925], [12.70138, 15.00885, 0.05880], [17.92407, 18.69074, 6.54549], [16.02169, 17.80527, 8.92606], [18.56281, 17.62699, 8.56939], [14.08047, 25.35420, 9.41729], [15.98592, 15.16442, 5.94987], [14.75099, 21.34487, 4.96894], [10.04906, 17.01712, 5.31743], [9.73186, 16.99813, 1.33373], [9.75550, 15.45525, 6.92574], [13.52818, 19.05400, 10.17983], [15.66997, 26.42356, 6.63115], [8.65579, 15.19758, 0.74172], [20.13545, 23.53813, 9.85118], [10.96838, 17.60917, 1.37610], [10.68869, 20.63511, 9.80671], [14.96685, 18.09812, 8.84077], [13.82029, 13.94784, 3.08013], [10.71019, 17.76510, 4.89050], [10.36770, 19.17835, 11.29824], [18.52139, 17.33882, 7.52074], [11.12970, 21.72856, 3.14350], [10.44886, 14.02712, 3.52627], [19.01751, 24.33570, 9.59132], [11.14721, 21.47989, 4.52605], [8.05625, 15.72991, 5.25717], [14.05481, 19.62990, 5.84143], [7.99990, 14.27998, 6.83527], [7.92392, 20.94561, 2.60304], [10.75484, 17.28100, 9.82326], [14.73148, 21.07277, 8.02276], [11.39489, 21.74095, 8.05514], [12.50562, 15.41428, 3.94578], [11.48624, 18.41164, 8.22222], [8.57910, 17.29190, 3.81167], [11.54380, 19.67790, 7.76142]], "atomic_forces_ev_per_a": [[-0.11, -0.50, 0.43], [-0.24, -0.09, -0.28], [-0.10, 0.19, -0.24], [-0.26, -0.20, -0.01], [-0.10, 0.11, -0.93], [1.03, 0.12, -1.69], [0.26, -1.77, -0.54], [-0.02, 0.12, 0.32], [1.01, 0.87, -0.74], [0.58, 0.50, 0.30], [0.55, -0.56, -0.26], [0.13, -0.52, 0.85], [-0.07, 1.09, -0.11], [0.28, -0.42, 0.10], [0.08, -0.16, 0.06], [0.10, -0.68, -0.79], [-0.39, -0.28, -0.08], [-1.76, -0.57, -0.87], [-0.69, 0.29, 1.13], [0.20, 0.00, 0.82], [-0.04, 0.34, 0.10], [-0.11, -0.03, 0.49], [-0.31, -0.65, 0.66], [-0.10, 0.09, 0.05], [0.53, 0.14, -0.80], [0.13, 0.01, -0.52], [-0.35, -0.06, 0.17], [0.03, -0.95, 0.56], [-0.73, 0.11, 0.53], [0.03, -0.32, -0.19], [-0.32, -0.06, 0.25], [0.00, -0.79, 1.17], [-0.21, 0.20, 0.09], [-0.02, -0.16, 0.02], [0.63, 0.04, -0.15], [-0.44, -0.89, -1.31], [-0.11, 1.31, 0.47], [0.41, 0.77, 0.22], [-0.29, 0.08, 1.54], [-0.28, 1.43, 1.41], [0.59, -0.30, 0.08], [-0.05, -2.15, 0.65], [0.11, -0.27, -1.38], [0.03, -0.18, -0.16], [0.02, -0.37, -0.25], [-0.06, 0.18, 0.24], [-0.68, 0.20, -1.90], [0.22, 0.03, -0.16], [0.58, -0.31, -0.17], [0.49, 0.60, 0.23], [-0.30, -0.10, -0.44], [-0.03, 0.18, 0.42], [-0.05, 0.13, 0.05], [0.00, 0.09, -0.18], [0.22, -0.66, 1.13], [0.20, -0.02, 0.51], [0.39, 0.06, -0.07], [-0.89, 0.34, 0.21], [-0.76, -0.05, 0.90], [0.12, -1.19, -1.52], [-0.15, -0.21, 0.00], [0.18, -0.28, -0.34], [-0.37, 0.51, -0.46], [-0.18, 0.00, -0.04], [-0.09, 0.39, -0.82], [-0.40, -0.05, 0.55], [0.00, 0.13, 0.00], [-0.06, 0.22, 0.43], [-0.03, 0.04, 0.10], [-0.45, 0.09, -0.08], [0.51, -0.12, 0.11], [0.96, 0.45, 0.86], [0.84, -0.50, 1.21], [-0.77, 0.80, -0.74], [-0.26, -0.06, -0.14], [-0.58, 0.10, 0.60], [0.57, -0.18, 0.68], [0.51, 0.49, 0.23], [0.17, -0.06, -0.34], [0.13, -0.41, 0.16], [-0.79, -0.42, -0.69], [-0.20, -0.03, -0.42], [0.28, -0.11, -0.79], [0.06, -0.09, 0.09], [-0.69, -0.57, 0.70], [-0.07, -0.68, -0.53], [1.31, 0.05, -1.24], [-0.73, 0.74, 1.09], [0.02, -0.26, -0.98], [0.40, 0.09, -0.04], [-0.12, -0.32, -0.36], [1.55, 1.53, 0.80], [-0.07, -0.10, -0.26], [-0.73, 0.35, 0.90], [0.25, 0.48, 0.29], [-1.20, -0.23, 2.97], [-0.09, -0.31, 0.05], [-0.11, -0.06, -0.35], [-0.22, -0.48, 0.13], [0.15, 0.07, -0.22], [-0.19, 0.46, -0.16], [0.09, 0.73, 1.36], [-0.03, 0.04, -0.34], [0.49, 0.04, -0.08], [0.54, 1.43, 0.14], [-1.08, -0.47, -0.05], [-0.07, -0.05, -0.31], [0.16, 0.56, -0.43], [-0.12, 0.20, -0.08], [-0.12, -0.03, 0.45], [-0.61, 0.61, -0.80], [0.91, -0.32, -0.72], [1.25, 0.14, -0.84], [-0.69, 0.19, -0.45], [0.13, -0.50, -0.78], [0.04, 0.01, -0.05], [-0.17, -0.31, -0.10], [0.48, 0.17, 1.14], [1.55, -1.11, 0.42], [0.07, 0.22, 0.09], [0.20, 0.14, 1.36], [-1.59, 1.13, -0.85], [0.83, 0.52, -1.52], [0.38, 0.40, -0.59], [0.15, -0.32, -0.27], [-0.07, 0.16, -0.03], [0.56, -0.19, -0.05], [-0.46, -0.27, -0.07], [-0.53, 0.17, 0.07], [0.22, 0.20, -0.25], [-0.17, 0.90, -0.06], [-0.13, 0.00, 0.05], [-0.62, -0.22, 0.23]]}